DFT (ωB97M-V with the def2-TZVPD basis set) results for C34H27BCo2F6O8S as an isolated structure.

For the energy, the calculation gives -155142.1518 eV. As for the strongest force on any atom: 4.8 eV Å⁻¹. The calculation puts the HOMO-LUMO gap at 3.703 eV. The value obtained for the highest occupied orbital energy is -0.2364 hartree. For the LUMO energy, the calculation gives -2.73 eV.

Geometry (Å):
C  -0.807  -0.752  -6.197
C  -0.439  -0.095  -4.943
C  -0.254  1.253  -4.722
C  0.035  1.559  -3.346
C  -0.119  0.412  -2.558
B  0.731  1.196  -0.747
C  -0.746  1.751  -0.402
C  -1.945  1.390  -1.029
C  -3.134  2.068  -0.812
C  -4.383  1.611  -1.518
F  -5.055  2.634  -2.119
F  -4.105  0.680  -2.486
F  -5.260  1.012  -0.645
C  -3.164  3.142  0.060
C  -1.982  3.482  0.698
C  -2.024  4.653  1.632
F  -1.063  4.561  2.597
F  -1.816  5.833  0.960
F  -3.230  4.766  2.272
C  -0.781  2.808  0.490
O  1.326  -0.059  -0.512
C  2.706  0.077  -0.926
C  3.547  -0.921  -0.172
C  2.882  -0.205  -2.409
C  2.924  1.612  -0.562
C  3.081  1.802  0.958
C  4.028  2.295  -1.327
O  1.673  2.213  -0.949
S  -0.202  -1.046  -3.464
H  -0.709  -0.001  -6.984
H  -0.152  -1.603  -6.388
H  -1.847  -1.080  -6.162
H  -0.306  1.972  -5.534
H  0.240  2.583  -3.037
H  -2.002  0.557  -1.741
H  -4.078  3.704  0.234
H  0.119  3.123  1.008
H  4.608  -0.758  -0.405
H  3.382  -0.821  0.905
H  3.282  -1.935  -0.499
H  3.953  -0.186  -2.671
H  2.505  -1.208  -2.633
H  2.341  0.505  -3.044
H  4.068  1.460  1.301
H  3.008  2.872  1.178
H  2.284  1.278  1.516
H  4.967  1.735  -1.219
H  3.766  2.374  -2.389
H  4.185  3.294  -0.908
O  -4.659  0.317  2.416
C  -3.805  -0.178  1.826
Co  -2.466  -0.936  0.969
C  -3.733  -1.948  0.245
O  -4.639  -2.526  -0.168
C  -1.466  0.078  2.012
O  -0.960  0.791  2.768
C  0.113  -2.387  1.890
C  0.019  -2.249  3.303
C  0.996  -1.535  4.033
C  0.888  -1.428  5.413
C  -0.145  -2.076  6.094
C  -1.066  -2.856  5.383
C  -0.971  -2.975  4.000
C  -0.248  -2.093  0.650
C  -1.102  -1.446  -0.289
Co  0.887  -3.537  0.752
C  2.499  -3.590  1.485
O  3.527  -3.708  2.012
C  0.875  -4.046  -0.928
O  0.954  -4.541  -1.964
C  0.555  -5.059  1.565
O  0.426  -6.098  2.053
H  1.798  -1.049  3.469
H  1.617  -0.823  5.955
H  -0.225  -1.995  7.178
H  -1.872  -3.361  5.907
H  -1.676  -3.587  3.435
H  -0.618  -0.621  -0.794
H  -1.543  -2.133  -1.023